#1
Density functional theory data (the ωB97M-V functional and the def2-TZVPD basis) for the molecule C5H8N2.

Its LUMO energy (alpha / beta) is 0.3934 / 0.4268 eV. Its net charge is 0. Its HOMO-LUMO gap (alpha / beta) is 7.80 / 7.95 eV. The molecular weight is 96.13 g/mol.

Atoms and positions in Å:
C 0.51 -0.68 -1.01
C 0.08 0.33 -0.02
C -1.40 0.15 0.42
C -1.64 -1.32 0.48
N -0.90 -2.05 -0.14
C 1.03 0.90 0.96
N 0.46 1.75 -0.08
H 0.14 -0.53 -2.03
H 1.57 -0.95 -0.98
H -0.09 -2.45 -0.61
H -2.08 0.55 -0.35
H -1.62 0.68 1.35
H 2.08 0.60 0.87
H 0.71 1.13 1.97
H 1.14 1.89 -0.83

***

#2
Density functional theory data (the ωB97M-V functional and the def2-TZVPD basis) for the molecule C5H8N2.

Its LUMO energy (alpha / beta) is -0.5939 / -0.5308 eV. Its net charge is 0. Its HOMO-LUMO gap (alpha / beta) is 7.70 / 7.72 eV. The molecular weight is 96.13 g/mol.

Atoms and positions in Å:
C -0.71 0.04 -2.11
C -0.83 -0.10 -0.60
C 0.32 0.40 0.13
C 0.81 -0.03 1.36
N 2.11 0.18 1.75
C -0.20 -0.36 2.27
N -1.85 -0.63 -0.02
H -1.61 -0.30 -2.62
H -0.54 1.09 -2.38
H 0.15 -0.53 -2.48
H 0.89 1.19 -0.37
H 2.22 0.35 2.75
H 2.66 0.79 1.17
H -0.93 -1.09 1.88
H -2.50 -1.00 -0.72

***

#3
Density functional theory data (the ωB97M-V functional and the def2-TZVPD basis) for the molecule C5H8N2.

Its LUMO energy is 1.1328 eV. Its net charge is 0. Its HOMO-LUMO gap is 9.52 eV. The molecular weight is 96.13 g/mol. As for the SMILES: C1=NNC[C@H]2C[C@H]12.

Atoms and positions in Å:
C -0.83 -1.07 -1.05
N -1.54 -1.06 0.00
N -1.03 -0.70 1.18
C -0.01 0.30 1.35
C 0.24 0.81 0.01
C 1.26 0.84 -1.08
C 0.50 -0.44 -0.81
H -1.33 -1.33 -1.93
H -1.77 -0.68 1.84
H 0.97 -0.08 1.85
H -0.35 1.05 2.07
H -0.71 1.16 -0.43
H 2.35 0.76 -0.85
H 1.03 1.49 -1.90
H 1.24 -1.07 -0.25

***

Short version: #1 is the least stable of them.

***

#1
Density functional theory data (the ωB97M-V functional and the def2-TZVPD basis) for the molecule C5H8N2.

Its LUMO energy is 0.9546 eV. Its net charge is 0. Its HOMO-LUMO gap is 11.04 eV. The molecular weight is 96.13 g/mol. As for the SMILES: C[C@H]1CN1CC#N.

Atoms and positions in Å:
C -1.93 -1.00 0.34
C -0.63 -0.37 -0.13
C -0.40 1.09 -0.41
N 0.18 0.45 0.78
C 1.62 0.46 0.59
C 2.12 -0.18 -0.64
N 2.80 -0.68 -1.42
H -1.92 -1.30 1.40
H -2.11 -1.90 -0.26
H -2.79 -0.34 0.19
H -0.11 -1.01 -0.83
H 0.31 1.36 -1.28
H -1.21 1.77 -0.13
H 1.95 1.50 0.52
H 2.21 0.01 1.39

***

#2
Density functional theory data (the ωB97M-V functional and the def2-TZVPD basis) for the molecule C5H8N2.

Its LUMO energy (alpha / beta) is -0.0257 / -0.0262 eV. Its net charge is 0. Its HOMO-LUMO gap (alpha / beta) is 7.89 / 7.89 eV. The molecular weight is 96.13 g/mol.

Atoms and positions in Å:
C -1.77 0.72 1.41
N -0.81 0.06 0.53
C -0.35 -1.26 0.71
C 0.54 -1.60 -0.28
C 0.55 -0.34 -1.08
C 1.95 0.26 -1.27
N -0.35 0.67 -0.47
H -2.50 -0.03 1.74
H -2.26 1.52 0.85
H -1.24 1.12 2.28
H -0.71 -1.78 1.59
H 0.10 -0.52 -2.07
H 2.56 -0.48 -1.80
H 2.41 0.45 -0.30
H 1.90 1.19 -1.84

***

#3
Density functional theory data (the ωB97M-V functional and the def2-TZVPD basis) for the molecule C5H8N2.

Its LUMO energy is 1.0516 eV. Its net charge is 0. Its HOMO-LUMO gap is 9.99 eV. The molecular weight is 96.13 g/mol. As for the SMILES: Cc1ccn(C)n1.

Atoms and positions in Å:
C 0.63 2.21 -0.78
C 0.53 0.75 -0.50
C 1.23 -0.41 -0.92
C 0.57 -1.46 -0.29
N -0.45 -0.90 0.43
C -1.48 -1.31 1.37
N -0.46 0.42 0.31
H 0.04 2.47 -1.67
H 1.65 2.58 -0.90
H 0.16 2.71 0.07
H 2.08 -0.47 -1.58
H 0.78 -2.52 -0.34
H -1.69 -2.38 1.39
H -2.38 -0.76 1.06
H -1.20 -0.94 2.36

***

Short version: #2 is the least stable of them.

***

#1
Density functional theory data (the ωB97M-V functional and the def2-TZVPD basis) for the molecule C5H8N2.

Its LUMO energy is 0.8625 eV. Its net charge is 0. Its HOMO-LUMO gap is 10.20 eV. The molecular weight is 96.13 g/mol. As for the SMILES: C[C@H]1[C@@H](C#N)N1C.

Atoms and positions in Å:
C -1.83 0.00 -0.07
C -0.46 -0.20 -0.67
C 0.65 0.83 -0.67
C 0.39 2.19 -0.20
N 0.18 3.26 0.18
N 0.57 -0.21 0.29
C 1.37 -1.27 0.83
H -1.69 0.53 0.88
H -2.52 0.55 -0.71
H -2.26 -0.98 0.18
H -0.41 -0.84 -1.56
H 1.37 0.80 -1.50
H 0.75 -2.17 0.74
H 1.52 -1.06 1.90
H 2.36 -1.42 0.37

***

#2
Density functional theory data (the ωB97M-V functional and the def2-TZVPD basis) for the molecule C5H8N2.

Its LUMO energy is 1.0923 eV. Its net charge is 0. Its HOMO-LUMO gap is 9.60 eV. The molecular weight is 96.13 g/mol. As for the SMILES: C[C@H]1C=CC(N)=N1.

Atoms and positions in Å:
C 1.33 -0.47 1.39
C -0.21 -0.15 1.14
C -0.81 1.19 0.69
C -0.91 1.15 -0.64
C -0.40 -0.17 -1.04
N -0.01 -0.51 -2.31
N -0.26 -0.98 -0.05
H 1.98 -0.26 0.53
H 1.72 -0.01 2.29
H 1.36 -1.57 1.51
H -0.73 -0.51 2.03
H -1.27 1.95 1.33
H -1.38 1.84 -1.33
H 0.00 -1.51 -2.46
H -0.42 0.02 -3.06

***

#3
Density functional theory data (the ωB97M-V functional and the def2-TZVPD basis) for the molecule C5H8N2.

Its LUMO energy (alpha / beta) is 0.0838 / 0.2214 eV. Its net charge is 0. Its HOMO-LUMO gap (alpha / beta) is 6.63 / 7.10 eV. The molecular weight is 96.13 g/mol.

Atoms and positions in Å:
C -2.49 0.06 -0.19
N -1.21 -0.40 0.13
C -0.62 -0.82 1.23
N 0.76 -0.59 1.27
C 1.05 0.08 0.20
C 2.45 0.36 -0.22
C -0.19 0.35 -0.62
H -2.77 -0.24 -1.20
H -3.23 -0.13 0.57
H -0.89 1.22 -0.56
H -1.17 -1.20 2.07
H 3.12 0.25 0.63
H 2.75 -0.37 -0.99
H 2.55 1.36 -0.65
H -0.10 0.08 -1.68

***

Short version: #3 is the least stable of them.

***

#1
Density functional theory data (the ωB97M-V functional and the def2-TZVPD basis) for the molecule C4H9NO.

Its LUMO energy is 0.9898 eV. Its net charge is 0. Its HOMO-LUMO gap is 10.76 eV. The molecular weight is 87.12 g/mol. As for the SMILES: C[C@H]1N[C@H]1CO.

Atoms and positions in Å:
C 1.04 -0.01 1.36
C 0.58 -0.82 0.19
N -0.85 -1.16 0.05
C -0.19 -0.36 -0.98
C -0.63 1.11 -1.04
O -1.37 1.51 0.08
H 1.81 0.68 1.02
H 0.20 0.54 1.78
H 1.47 -0.66 2.13
H 1.26 -1.63 -0.12
H -0.68 -2.15 0.15
H 0.11 -0.76 -1.94
H -1.18 1.29 -1.97
H 0.28 1.73 -1.07
H -1.85 0.71 0.37

***

#2
Density functional theory data (the ωB97M-V functional and the def2-TZVPD basis) for the molecule C4H9NO.

Its LUMO energy is 1.0434 eV. Its net charge is 0. Its HOMO-LUMO gap is 8.76 eV. The molecular weight is 87.12 g/mol. As for the SMILES: C/C=C(\N)OC.

Atoms and positions in Å:
C -0.29 -2.07 0.13
C -0.42 -0.63 -0.29
C 0.57 0.28 -0.26
N 1.91 0.02 -0.16
O 0.35 1.63 -0.37
C -0.91 2.07 0.08
H 0.34 -2.17 1.02
H 0.10 -2.74 -0.65
H -1.28 -2.45 0.40
H -1.39 -0.29 -0.63
H 2.22 -0.94 -0.21
H 2.51 0.67 0.32
H -0.92 3.16 -0.01
H -1.73 1.66 -0.51
H -1.06 1.78 1.13

***

Short version: #1 is the least stable of them.

***

#1
Density functional theory data (the ωB97M-V functional and the def2-TZVPD basis) for a cluster of 2 separate species, C4H9NO in total.

Its LUMO energy is 0.7154 eV. Its net charge is 0. Its HOMO-LUMO gap is 9.65 eV. The molecular weight is 87.12 g/mol. As for the SMILES: C=N/C=C/C.O.

Atoms and positions in Å:
C 1.93 -1.11 -0.12
N 1.26 -0.38 0.65
C 0.55 0.65 -0.07
C -0.35 0.27 -1.08
C -1.32 1.33 -1.56
H 1.83 -1.15 -1.20
H 2.90 -1.51 0.38
H 0.39 1.75 0.08
H -0.56 -0.81 -1.26
H -1.10 1.79 -2.61
H -2.36 0.87 -1.68
H -1.28 2.02 -0.84
O -0.72 -1.67 3.00
H -1.23 -0.95 3.37
H 0.07 -1.11 2.93

***

#2
Density functional theory data (the ωB97M-V functional and the def2-TZVPD basis) for a structure of composition C4H9NO.

Its LUMO energy is -0.1888 eV. Its net charge is 0. Its HOMO-LUMO gap is 7.48 eV. The molecular weight is 87.12 g/mol.

Atoms and positions in Å:
C -1.51 0.45 0.97
C -0.51 -0.30 1.68
C 0.88 -0.21 1.39
C 1.19 -0.72 0.12
N 2.54 -0.88 -0.30
O 0.35 -1.22 -0.66
H -2.44 0.68 1.48
H -1.36 1.08 0.10
H -1.31 -0.67 0.53
H -0.86 -0.87 2.56
H -2.50 2.76 -4.52
H -2.06 2.43 -5.05
H 1.73 0.08 1.98
H 3.21 -0.82 0.46
H 2.63 -1.78 -0.75

***

#3
Density functional theory data (the ωB97M-V functional and the def2-TZVPD basis) for the molecule C4H9NO.

Its LUMO energy is 0.8722 eV. Its net charge is 0. Its HOMO-LUMO gap is 10.61 eV. The molecular weight is 87.12 g/mol. As for the SMILES: CCCNC=O.

Atoms and positions in Å:
C -1.69 0.60 0.42
C -0.93 -0.33 -0.53
C 0.31 -1.04 0.04
N 1.29 -0.14 0.62
C 2.07 0.62 -0.19
O 2.14 0.47 -1.40
H -2.62 0.94 -0.04
H -1.95 0.10 1.36
H -1.11 1.51 0.66
H -0.63 0.24 -1.41
H -1.62 -1.11 -0.89
H 0.82 -1.57 -0.78
H 0.08 -1.80 0.80
H 1.22 0.12 1.59
H 2.65 1.38 0.36

***

Short version: #2 is the least stable of them.

***

#1
Density functional theory data (the ωB97M-V functional and the def2-TZVPD basis) for the molecule C4H9N.

Its LUMO energy is 1.0372 eV. Its net charge is 0. Its HOMO-LUMO gap is 8.99 eV. The molecular weight is 71.12 g/mol. As for the SMILES: CC(C)=CN.

Atoms and positions in Å:
C 0.06 -1.42 -0.51
C -0.08 0.08 -0.24
C -0.92 0.84 -1.23
C 0.36 0.72 0.82
N 1.30 0.21 1.80
H -0.87 -1.93 -0.23
H 0.79 -1.79 0.20
H 0.35 -1.61 -1.54
H -1.94 0.43 -1.33
H -0.48 0.67 -2.24
H -1.03 1.89 -0.96
H 0.10 1.75 1.06
H 1.20 -0.78 1.94
H 1.15 0.95 2.47

***

#2
Density functional theory data (the ωB97M-V functional and the def2-TZVPD basis) for a cluster of 2 separate species, C4H9N in total.

Its LUMO energy is 1.1126 eV. Its net charge is 0. Its HOMO-LUMO gap is 8.80 eV. The molecular weight is 71.12 g/mol. As for the SMILES: CN1C=C1.C.

Atoms and positions in Å:
C -1.97 0.09 -0.83
N -0.58 0.17 -0.47
C -0.05 1.00 0.60
C 0.32 1.31 -0.59
H -2.67 0.94 -0.66
H -1.98 -0.17 -1.89
H -2.33 -0.77 -0.26
H -0.03 0.97 1.68
H 0.81 1.95 -1.29
C 1.69 -1.09 0.75
H 2.51 -0.62 1.29
H 0.88 -1.31 1.47
H 1.99 -2.03 0.30
H 1.40 -0.45 -0.09

***

#3
Density functional theory data (the ωB97M-V functional and the def2-TZVPD basis) for the molecule C4H9N.

Its LUMO energy is 1.1901 eV. Its net charge is 0. Its HOMO-LUMO gap is 9.96 eV. The molecular weight is 71.12 g/mol. As for the SMILES: C[C@H]1CN1C.

Atoms and positions in Å:
C -0.33 -1.48 -0.57
C 0.78 -0.45 -0.39
C 0.58 0.93 -0.91
N 0.70 0.68 0.51
C -0.43 0.92 1.40
H -0.05 -2.16 -1.38
H -0.49 -2.07 0.33
H -1.27 -1.00 -0.86
H 1.78 -0.88 -0.41
H -0.42 1.12 -1.32
H 1.38 1.51 -1.36
H -0.12 1.68 2.12
H -1.33 1.30 0.88
H -0.70 0.02 1.96

***

Short version: #2 is the least stable of them.